A single C13H23NO4S2 molecule in a non-equilibrium geometry, computed with wB97M-V/def2-TZVPD.

Bonds (Å) are listed after each position.
Geometry (Å):
1 C 4.944 0.301 -0.628  C2 1.520, H41 1.088, H42 1.089, H43 1.087
2 C 3.927 -0.514 0.155  C1 1.520, C3 1.521, C7 1.524, S11 1.866
3 C 3.206 -1.531 -0.717  C2 1.521, H4 1.089, H5 1.087, H6 1.089
4 H 2.400 -2.016 -0.168  C3 1.089
5 H 2.780 -1.057 -1.598  C3 1.087
6 H 3.913 -2.291 -1.045  C3 1.089
7 C 4.569 -1.191 1.360  C2 1.524, H8 1.088, H9 1.087, H10 1.088
8 H 5.022 -0.455 2.021  C7 1.088
9 H 3.825 -1.751 1.922  C7 1.087
10 H 5.342 -1.880 1.024  C7 1.088
11 S 2.651 0.633 0.889  C2 1.866, C12 1.757
12 C 1.753 1.251 -0.489  S11 1.757, O13 1.202, C14 1.513
13 O 2.148 1.222 -1.624  C12 1.202
14 C 0.391 1.760 -0.070  C12 1.513, H15 1.089, H16 1.090, C17 1.536
15 H 0.467 2.387 0.818  C14 1.089
16 H -0.042 2.326 -0.895  C14 1.090
17 C -0.450 0.515 0.247  C14 1.536, N18 1.452, C30 1.540, H40 1.097
18 N -0.240 -0.486 -0.783  C17 1.452, S19 1.651, H39 1.009
19 S -0.964 -1.916 -0.385  N18 1.651, O20 1.417, O21 1.424, O22 1.598
20 O -0.934 -2.779 -1.508  S19 1.417
21 O -0.409 -2.338 0.857  S19 1.424
22 O -2.484 -1.477 -0.158  S19 1.598, C23 1.429
23 C -2.620 -0.516 0.890  O22 1.429, C24 1.534, C30 1.537, H38 1.098
24 C -4.108 -0.343 1.217  C23 1.534, C25 1.531, H36 1.090, H37 1.090
25 C -4.734 0.827 0.454  C24 1.531, C26 1.523, H34 1.090, H35 1.092
26 C -4.075 0.946 -0.914  C25 1.523, C27 1.531, H32 1.091, H33 1.091
27 C -2.631 1.426 -0.753  C26 1.531, H28 1.092, H29 1.092, C30 1.540
28 H -2.077 1.182 -1.661  C27 1.092
29 H -2.620 2.513 -0.643  C27 1.092
30 C -1.946 0.802 0.478  C17 1.540, C23 1.537, C27 1.540, H31 1.094
31 H -2.030 1.482 1.330  C30 1.094
32 H -4.089 -0.034 -1.393  C26 1.091
33 H -4.622 1.646 -1.547  C26 1.091
34 H -5.807 0.662 0.350  C25 1.090
35 H -4.592 1.759 1.006  C25 1.092
36 H -4.601 -1.275 0.941  C24 1.090
37 H -4.227 -0.201 2.292  C24 1.090
38 H -2.090 -0.932 1.757  C23 1.098
39 H -0.495 -0.196 -1.715  N18 1.009
40 H -0.048 0.046 1.153  C17 1.097
41 H 5.423 1.037 0.015  C1 1.088
42 H 5.709 -0.361 -1.030  C1 1.089
43 H 4.464 0.817 -1.456  C1 1.087

As for the energy: -45205.453 eV. The SMILES is CC(C)(C)SC(=O)C[C@@H]1NS(=O)(=O)O[C@@H]2CCCC[C@H]12. The molar mass is 321.46 u. Its HOMO energy is -9.397 eV. The LUMO energy comes out at 0.49 eV.